No. 1
Entry from the Open Molecules 2025 dataset: a 5-piece molecular cluster, C32H33N8O10 overall (the ωB97M-V functional and the def2-TZVPD basis).

Calculated values
**Net charge**: +1

```
83
Properties=species:S:1:pos:R:3:forces:R:3:mulliken_charge:R:1
N 3.4910 -1.7435 0.9909 -0.1475 0.2624 0.1709 -0.636
C 2.9635 -0.6949 1.8443 0.4537 -0.0574 0.3768 1.038
N 3.3530 0.5784 1.3042 -0.0256 -0.0227 0.0904 -0.374
N 3.5167 -0.7784 3.2074 -0.1265 -0.1059 -0.2701 -0.626
C 1.4445 -0.9021 1.9391 -0.2942 -0.0819 0.0984 -0.648
O 0.7987 -0.2843 0.7933 -0.0094 -0.2950 -0.1175 -0.242
C -0.2811 -0.8833 0.2883 -0.0684 -0.1314 -0.4009 -0.065
O -0.3778 -1.2919 -0.8314 0.0628 0.2296 0.2331 -0.454
C -1.5213 -0.9237 1.1559 -0.1129 0.0125 0.3080 0.796
C -1.6773 -1.8398 2.2042 0.0543 0.1253 -0.1954 -0.035
C -2.8526 -1.8599 2.9097 0.0587 0.0252 -0.0793 -0.685
N -3.8312 -0.9933 2.5929 -0.0082 0.0167 0.0436 0.053
C -3.7183 -0.0959 1.6006 0.1221 0.1185 -0.2226 -0.736
C -2.5677 -0.0479 0.8526 0.2587 -0.2170 0.1094 -0.363
H 3.3621 -2.6503 1.4280 0.1139 -0.0712 -0.1351 0.109
H 4.4846 -1.5693 0.8882 -0.0131 -0.0548 -0.2108 0.315
H 2.7189 0.9470 0.6106 0.0203 -0.0302 -0.0490 0.232
H 3.5391 1.2511 2.0344 -0.0937 -0.0600 -0.1113 0.273
H 2.8516 -0.5968 3.9456 0.0511 0.0460 0.0528 0.193
H 3.9872 -1.6570 3.3619 -0.0293 -0.0193 0.0756 0.250
H 1.2463 -1.9776 1.9261 0.0134 0.0049 -0.0247 -0.002
H 1.0324 -0.4769 2.8565 0.0231 0.2086 -0.0642 0.309
H -0.8977 -2.5433 2.4570 -0.0180 -0.0141 0.0099 0.467
H -3.0342 -2.5459 3.7233 -0.0993 0.0320 0.0097 0.433
H -4.6926 -1.0107 3.1244 -0.0040 -0.0034 0.0295 0.301
H -4.5472 0.5727 1.4164 -0.1134 0.0079 0.1246 0.680
H -2.4863 0.6605 0.0405 -0.0227 -0.0057 0.0070 0.527
C 4.7158 6.2374 -1.5306 -0.0365 0.0527 0.0898 -0.661
C 3.8790 6.9431 -0.6742 0.0360 -0.0634 -0.0316 -0.435
C 3.4041 6.3485 0.4840 -0.0504 0.1187 -0.0084 -0.453
C 3.7847 5.0481 0.7603 0.0469 0.0423 -0.0561 0.196
C 4.6115 4.3221 -0.0800 0.0723 -0.0804 -0.0570 -0.325
C 5.0770 4.9289 -1.2350 -0.0273 0.0435 -0.0019 -0.405
N 3.3076 4.4170 1.9993 0.0711 -0.0327 -0.0394 1.001
O 2.5715 5.0515 2.7230 -0.0643 0.0119 0.0067 -0.611
O 3.6871 3.2821 2.2286 -0.0524 0.1581 0.1106 -0.690
H 5.0904 6.7054 -2.4293 0.0079 -0.0095 -0.0211 0.462
H 3.5997 7.9617 -0.9057 -0.0010 0.0088 0.0065 0.401
H 2.7570 6.8863 1.1606 0.0072 -0.0557 0.0544 0.464
H 4.8901 3.3074 0.1651 -0.0328 0.0097 0.0655 0.510
H 5.7272 4.3853 -1.9059 0.0021 0.0021 -0.0138 0.455
C 1.4837 2.8559 -5.5928 0.0182 0.0090 0.0057 -0.412
C 2.4571 2.5320 -6.5285 -0.0404 0.0243 0.0538 -0.426
C 3.7142 3.1093 -6.4522 -0.0040 -0.0839 -0.1047 -0.424
C 3.9697 4.0035 -5.4295 -0.0622 -0.0342 0.0033 0.050
C 3.0157 4.3441 -4.4887 -0.0712 0.0478 0.0994 -0.080
C 1.7618 3.7616 -4.5774 0.0014 -0.0515 -0.0539 -0.566
N 5.3102 4.6076 -5.3363 0.0137 0.0235 -0.0174 0.981
O 6.1237 4.3095 -6.1812 0.0303 -0.0082 -0.0185 -0.596
O 5.5211 5.3698 -4.4106 0.0063 -0.0133 -0.0225 -0.587
H 0.5043 2.4003 -5.6560 -0.0056 0.0045 -0.0060 0.386
H 2.2387 1.8281 -7.3195 0.0041 -0.0016 -0.0095 0.375
H 4.4811 2.8689 -7.1728 0.0544 0.0432 0.0387 0.470
H 3.2461 5.0484 -3.7033 0.0729 0.0016 -0.0188 0.433
H 1.0018 4.0164 -3.8515 -0.0005 0.0102 0.0042 0.398
C -1.0185 -6.9656 1.8110 0.0145 0.0200 -0.0110 -0.487
C -0.4396 -7.3023 0.5952 -0.0223 0.0287 0.0573 -0.417
C 0.8180 -6.8208 0.2649 -0.0493 -0.0712 -0.1100 -0.491
C 1.4719 -6.0052 1.1677 -0.0580 -0.0314 0.0274 0.032
C 0.9137 -5.6514 2.3829 -0.0387 0.0629 0.1212 -0.254
C -0.3432 -6.1400 2.7023 -0.0505 0.0013 -0.0641 -0.511
N 2.8177 -5.5066 0.8303 -0.0185 0.0549 -0.0251 1.097
O 3.2877 -5.8262 -0.2340 0.0274 -0.0286 -0.0222 -0.585
O 3.3717 -4.7953 1.6517 -0.0170 0.0129 0.0710 -0.697
H -1.9946 -7.3546 2.0684 -0.0019 -0.0084 0.0034 0.408
H -0.9638 -7.9468 -0.0963 0.0039 -0.0065 -0.0096 0.394
H 1.2817 -7.0766 -0.6760 0.0699 0.0310 0.0209 0.479
H 1.4586 -5.0207 3.0701 0.0782 -0.0303 -0.0308 0.531
H -0.7911 -5.8885 3.6549 0.0214 -0.0230 0.0220 0.466
C -9.8431 -2.3198 0.8746 0.0209 0.0182 -0.0064 -0.429
C -9.6881 -1.2312 1.7239 0.0102 -0.0600 -0.0383 -0.468
C -8.6592 -0.3282 1.5148 -0.0481 0.0435 0.1075 -0.366
C -7.8022 -0.5400 0.4476 -0.0992 -0.0023 -0.0131 0.216
C -7.9357 -1.6187 -0.4100 0.0222 -0.0839 -0.0928 -0.386
C -8.9680 -2.5143 -0.1869 -0.0339 0.0114 0.0647 -0.468
N -6.7202 0.4225 0.2087 -0.1517 0.0433 -0.1381 0.995
O -6.5931 1.3517 0.9917 0.1246 -0.1367 0.1161 -0.624
O -5.9919 0.2430 -0.7469 0.1037 -0.0630 0.0959 -0.564
H -10.6531 -3.0177 1.0381 -0.0025 -0.0045 0.0019 0.394
H -10.3736 -1.0811 2.5461 -0.0042 0.0089 0.0037 0.391
H -8.5317 0.5264 2.1624 0.0342 0.0418 -0.0592 0.469
H -7.2531 -1.7536 -1.2357 0.0215 0.0739 0.0019 0.464
H -9.0936 -3.3614 -0.8465 0.0012 -0.0002 -0.0111 0.389
```
Positions in Å, forces in eV/Å.

=====

No. 2
Entry from the Open Molecules 2025 dataset: a 10-piece molecular cluster, C38H75ClF2NO16P overall in a non-equilibrium geometry (the ωB97M-V functional and the def2-TZVPD basis).

Calculated values
**Net charge**: 0
**SMILES string**: COCCCCCCCc1c(N(C(=O)F)C(=O)F)cc(P(O)O)c2c1C(=O)C(Cl)=CC2=O.CCO.CCO.CCO.CCO.CCO.CCO.CCO.CCO.CCO

```
134
Properties=species:S:1:pos:R:3:forces:R:3:mulliken_charge:R:1
C -2.3045 -5.6218 0.2335 -0.7580 0.5034 1.7929 -0.396
O -0.9330 -5.8497 -0.2472 -2.0273 1.4024 -1.2735 -0.253
C -0.7687 -5.4417 -1.6586 1.4903 -1.1608 -1.2493 -0.140
C 0.4896 -4.3683 -1.8699 -1.0394 0.0818 -0.3545 -0.461
C -0.0297 -2.7941 -1.8435 0.3328 -0.3906 -0.2155 -0.131
C 0.9810 -1.7778 -1.0331 -0.7920 0.0281 0.6411 -0.310
C 1.6403 -0.5978 -1.9700 0.4250 -0.5666 -0.1965 -0.523
C 2.3774 0.5967 -1.1083 -0.4406 0.3502 0.3082 -0.487
C 1.4367 1.9735 -1.0610 0.1076 -0.4540 1.2460 -0.871
C 0.5003 1.8441 0.2940 -1.4372 0.1360 2.8199 0.109
C -1.0469 1.2661 0.3102 2.0128 1.1760 4.9270 0.056
N -1.6367 0.8546 -1.0209 -2.5828 2.1832 0.0438 0.705
C -2.9602 0.1331 -0.8817 -2.4003 -7.3997 -1.0657 0.318
O -3.1292 -1.1747 -1.1296 1.3710 9.9533 1.9682 -0.422
F -4.1661 0.9070 -0.4800 4.0266 -1.8932 -1.2326 -0.218
C -1.9858 2.1939 -1.7009 -2.1612 7.0479 3.7638 0.402
O -2.3013 3.2522 -0.9025 2.3939 -7.3855 -6.7508 -0.363
F -1.9939 2.3689 -3.1862 0.1659 -1.3743 5.0222 -0.272
C -1.8766 1.1879 1.7571 3.3087 1.3549 -0.2542 -0.222
C -1.2128 1.6896 3.2065 2.6332 -0.4019 -4.6301 -0.177
P -2.1484 1.6431 4.8790 -0.1689 0.1004 0.8055 0.330
O -1.9944 -0.0350 5.4331 0.5595 1.4432 -3.4198 -0.522
O -3.8215 1.9891 4.4651 1.4627 -3.0640 0.7267 -0.502
C 0.3200 2.2730 3.1852 -1.3787 -0.9326 -2.7588 0.150
C 1.1496 2.3349 1.7341 -2.4132 -0.5951 0.4262 0.348
C 2.6912 2.9760 1.8296 3.4799 -1.5534 -2.2653 0.366
O 3.7348 2.5345 1.1237 -6.6960 2.9229 4.2633 -0.510
C 2.8458 4.2116 2.9457 -2.6282 -0.5097 3.4305 0.011
Cl 3.9407 5.6921 2.5784 -1.7169 -2.7262 0.4831 -0.155
C 2.0809 4.1731 4.2564 1.6650 -0.5500 -3.9709 -0.326
C 1.0936 2.8551 4.5492 0.1240 -1.6599 3.7409 0.065
O 0.9802 2.3057 5.7657 0.4999 3.5494 -7.8313 -0.511
H -2.2369 -5.2855 1.3752 -0.0675 -0.8352 -2.5309 0.041
H -2.8784 -4.7504 -0.3167 1.2970 -1.7974 0.7783 0.262
H -2.9783 -6.5963 0.2404 1.4816 1.8343 -0.3546 0.210
H -0.4502 -6.4239 -2.2519 -0.7823 2.2132 1.3526 0.014
H -1.7629 -5.0662 -2.1635 1.8720 -0.4954 1.2329 0.277
H 0.9038 -4.5729 -2.9522 -0.5280 0.2437 2.2504 0.071
H 1.3138 -4.5728 -1.0604 -1.6212 0.3252 -1.6338 0.282
H -0.0917 -2.4065 -2.9520 -0.0796 -0.7935 2.0931 0.296
H -1.1149 -2.8158 -1.3951 2.2093 0.3789 -0.8007 -0.060
H 1.8057 -2.4271 -0.5011 -1.4417 1.4444 -1.1192 0.423
H 0.3319 -1.2939 -0.1600 1.5043 -0.7921 -1.7897 -0.080
H 0.8075 -0.1699 -2.7013 1.7265 -0.7859 1.6068 0.222
H 2.4652 -1.1044 -2.6522 -1.7535 1.0046 1.3106 0.305
H 3.4292 0.9155 -1.5448 -2.2410 -0.8349 0.8783 0.343
H 2.5067 0.2498 0.0188 -0.0214 0.6868 -2.4921 0.270
H 0.8137 2.0355 -2.0503 1.0248 0.0380 2.0331 0.261
H 2.1194 2.9416 -0.9164 -1.6305 -2.2132 -0.3892 0.394
H -2.9869 0.7977 1.8280 2.4889 0.9038 -0.4050 0.283
H -1.4667 -0.5027 4.6956 -1.2394 0.7073 1.6638 0.352
H -4.3316 1.2034 4.8468 0.6535 1.4739 -0.8025 0.315
H 2.1952 5.0687 5.0172 -0.1910 -2.2579 -1.5357 0.375
C -4.9230 6.3526 -0.0571 -0.1430 -0.0065 0.2102 -0.792
C -4.7108 6.9411 -1.4366 0.1644 -0.2839 0.1823 -0.230
O -3.3258 7.1559 -1.6645 0.3619 -0.1006 -0.1601 -0.484
H -4.5250 7.0223 0.7122 -0.1073 -0.0200 -0.1425 0.269
H -5.9864 6.1852 0.1359 0.0856 -0.0425 0.0428 0.315
H -4.3920 5.4006 0.0437 -0.1205 0.0043 -0.0629 0.138
H -5.2248 7.9027 -1.5258 0.2342 -0.0663 -0.0736 0.283
H -5.0946 6.2714 -2.2123 -0.2222 0.0249 0.0239 0.233
H -2.8797 6.2948 -1.5913 -0.2237 0.4294 -0.0141 0.278
C -0.2326 -7.7116 -6.5657 0.0432 -0.1785 -0.1833 -1.103
C -0.9474 -7.5212 -5.2439 0.1445 0.1958 -0.2587 -0.273
O -0.0960 -6.8543 -4.3237 0.1981 0.2341 -0.0958 -0.438
H 0.6841 -8.2939 -6.4270 -0.1776 0.0148 0.0242 0.271
H -0.8742 -8.2284 -7.2849 0.0877 0.0728 -0.0100 0.352
H 0.0643 -6.7461 -6.9880 -0.1317 -0.0491 -0.0230 0.353
H -1.2228 -8.4891 -4.8147 0.1102 0.2049 0.1136 0.304
H -1.8585 -6.9288 -5.3721 -0.1255 -0.1514 -0.0907 0.274
H 0.1360 -5.9927 -4.7104 -0.0965 -0.4528 0.2163 0.231
C -3.7674 2.3928 -6.4733 0.0057 0.1523 -0.2077 -0.882
C -4.6733 1.4848 -5.6675 0.3342 0.1458 0.0549 -0.208
O -3.9725 0.3074 -5.2946 0.2349 -0.2368 0.2895 -0.503
H -3.4093 1.8798 -7.3719 -0.1412 0.0495 0.1006 0.278
H -4.2942 3.3033 -6.7724 0.1109 -0.0234 0.0164 0.317
H -2.8826 2.6719 -5.8922 -0.1202 0.0758 0.0181 0.222
H -5.5450 1.1905 -6.2593 0.1581 -0.1402 0.1571 0.301
H -5.0252 1.9861 -4.7606 -0.1540 0.1486 -0.0856 0.221
H -3.2052 0.5791 -4.7624 -0.3921 -0.1478 -0.3196 0.270
C 2.3178 9.0243 0.4193 -0.2786 -0.0049 -0.1297 -0.694
C 3.7552 9.4524 0.2074 -0.2213 -0.2554 0.0920 -0.128
O 4.4211 9.5517 1.4576 0.2915 -0.1651 0.3921 -0.529
H 1.7927 9.7423 1.0577 0.0927 -0.0213 -0.1271 0.248
H 1.7892 8.9473 -0.5350 0.0384 0.0140 0.1157 0.209
H 2.2731 8.0551 0.9265 0.0378 -0.0129 -0.0843 0.206
H 3.7954 10.4311 -0.2797 0.1136 -0.1339 0.1757 0.185
H 4.2907 8.7328 -0.4195 -0.0970 0.0647 -0.2075 0.236
H 4.3872 8.6755 1.8782 -0.0062 0.5107 -0.2122 0.263
C 0.1339 11.6783 -2.8048 -0.1663 0.1427 0.1089 -0.996
C 1.6110 11.5768 -3.1248 -0.3074 -0.1480 -0.1026 -0.235
O 2.0846 10.2730 -2.8213 0.1071 -0.4194 -0.1018 -0.476
H -0.0464 11.4603 -1.7472 0.0812 0.0910 -0.1241 0.248
H -0.2457 12.6791 -3.0291 -0.0450 -0.1011 0.0070 0.337
H -0.4388 10.9461 -3.3831 0.0273 0.1246 -0.0460 0.320
H 2.1820 12.2949 -2.5289 0.0496 -0.2485 -0.0484 0.279
H 1.7982 11.7808 -4.1835 -0.0201 0.2175 0.0072 0.260
H 1.5770 9.6436 -3.3617 0.2806 0.3307 0.3004 0.272
C 4.7996 4.7849 8.6671 -0.0888 -0.0541 0.2323 -1.119
C 4.5803 4.4363 7.2095 0.2571 0.1222 0.2134 -0.003
O 4.5550 5.6204 6.4261 0.1192 0.3089 -0.2832 -0.485
H 4.0050 5.4459 9.0284 0.0464 -0.1561 -0.0763 0.295
H 4.8172 3.8829 9.2853 0.0398 0.1078 0.0026 0.328
H 5.7447 5.3214 8.7991 0.0013 -0.1405 -0.0032 0.329
H 3.6248 3.9199 7.0788 0.0895 0.1513 -0.1210 0.159
H 5.3777 3.7860 6.8371 -0.0713 -0.1839 0.0906 0.254
H 5.4109 6.0672 6.5424 -0.4955 -0.2032 -0.1077 0.272
C -2.0617 -6.9932 5.4469 0.0821 -0.2168 0.0959 -1.101
C -1.7027 -5.9487 4.4103 -0.1622 -0.0867 0.2759 -0.054
O -2.7885 -5.7607 3.5148 -0.4376 0.2349 -0.0452 -0.508
H -2.3076 -7.9450 4.9648 0.1491 0.1443 0.0071 0.263
H -1.2331 -7.1530 6.1425 -0.1136 -0.0143 -0.0072 0.323
H -2.9456 -6.6867 6.0156 0.1190 0.0632 0.0504 0.365
H -0.8325 -6.2688 3.8296 -0.2373 0.0656 -0.0750 0.203
H -1.4681 -4.9904 4.8837 0.1851 -0.0352 0.0874 0.251
H -3.5537 -5.4685 4.0391 0.3946 -0.1767 -0.2971 0.270
C -0.2877 -9.6169 -0.2045 0.0530 -0.0919 -0.1984 -0.537
C -1.0025 -9.4266 1.1173 0.1426 0.2476 -0.2620 -0.153
O -0.1511 -8.7597 2.0375 0.2347 0.3083 0.2518 -0.571
H 0.6290 -10.1992 -0.0658 -0.1786 -0.0215 0.0218 0.068
H -0.9293 -10.1338 -0.9237 0.0771 0.0459 -0.0167 0.387
H 0.0092 -8.6515 -0.6268 -0.1471 -0.0306 0.0006 0.030
H -1.2779 -10.3944 1.5465 0.1067 0.1889 0.1286 0.378
H -1.9136 -8.8341 0.9891 -0.1025 -0.1264 -0.0967 0.103
H 0.0809 -7.8980 1.6508 -0.2069 -0.3567 0.0921 0.301
C 3.6327 -10.1764 -1.0753 -0.0192 -0.1935 -0.1799 -0.930
C 4.4403 -8.9392 -0.7414 -0.2704 -0.1667 0.2020 -0.249
O 3.5803 -7.9095 -0.2759 -0.1657 0.1995 0.2795 -0.482
H 2.8831 -9.9514 -1.8410 0.1580 0.0129 0.0515 0.218
H 4.2807 -10.9783 -1.4399 -0.0912 -0.0056 0.0471 0.377
H 3.0902 -10.5343 -0.1943 0.1429 -0.0326 -0.0193 0.247
H 4.9632 -8.5720 -1.6294 -0.1347 0.1252 0.1735 0.300
H 5.1834 -9.1527 0.0330 0.1514 -0.1202 -0.1205 0.253
H 3.1270 -8.2425 0.5175 0.1981 0.1839 -0.4189 0.273
```
Positions in Å, forces in eV/Å.

=====

Number 1: Kohn-Sham gap 6.686 eV. Number 2: Kohn-Sham gap 6.719 eV.